{
  "formula": "C32H21MoN5O9",
  "method": "ωB97M-V with the def2-TZVPD basis set",
  "relative_energy_ev": 1.664,
  "fmax_ev_per_a": 1.51,
  "energy_ev": -61235.1740,
  "total_charge": 2,
  "orbital_gap_ev": [6.1, 5.9],
  "lumo_ev": [-7.88, -8.13],
  "symbols": ["Mo", "C", "O", "C", "C", "C", "C", "C", "C", "N", "N", "C", "C", "O", "C", "C", "C", "C", "C", "C", "C", "C", "H", "H", "H", "H", "H", "H", "H", "H", "H", "H", "H", "H", "H", "O", "C", "O", "C", "C", "C", "C", "C", "C", "O", "N", "O", "O", "N", "O", "O", "H", "H", "C", "C", "C", "C", "C", "C", "C", "C", "N", "H", "H", "H", "H", "H", "H"],
  "positions_angstrom": [[-0.3667, 0.1128, -0.0875], [-3.4637, 0.2614, -0.6006], [-2.2855, 0.9824, -0.1288], [-2.2399, 2.3775, -0.3506], [-3.2838, 3.1195, -0.8451], [-3.0902, 4.4914, -0.9570], [-1.8947, 5.0894, -0.5702], [-0.8595, 4.3248, -0.0588], [-1.0452, 2.9578, 0.0330], [-0.1191, 2.0196, 0.5900], [0.6846, 2.4647, 1.4679], [1.3515, 1.6489, 2.3155], [0.9865, 0.3009, 2.5213], [0.1522, -0.2331, 1.6124], [1.3893, -0.4241, 3.6345], [2.2673, 0.1707, 4.5033], [2.7626, 1.4865, 4.3120], [3.6963, 2.0439, 5.2121], [4.1457, 3.3222, 5.0302], [3.6739, 4.0859, 3.9467], [2.7676, 3.5677, 3.0538], [2.2973, 2.2584, 3.2230], [-4.3294, 0.6322, -0.0600], [-3.2922, -0.7831, -0.3651], [-3.5605, 0.4148, -1.6727], [-4.2179, 2.6729, -1.1513], [-3.8905, 5.0998, -1.3552], [-1.7729, 6.1591, -0.6667], [0.0758, 4.7672, 0.2543], [1.0066, -1.4223, 3.7944], [2.5960, -0.3807, 5.3770], [4.0482, 1.4471, 6.0445], [4.8603, 3.7508, 5.7197], [4.0333, 5.0980, 3.8146], [2.4183, 4.1605, 2.2201], [1.9792, -2.9606, -1.9503], [1.0831, -2.0613, -1.8138], [0.5689, -1.7361, -0.7166], [0.6563, -1.4686, -3.1087], [0.9838, -2.0851, -4.3115], [0.6153, -1.4725, -5.4850], [-0.0405, -0.2585, -5.5131], [-0.3803, 0.3343, -4.3145], [-0.0476, -0.2676, -3.1131], [-0.3839, 0.2614, -1.9141], [-1.1220, 1.6146, -4.3650], [-1.7429, 1.9329, -3.3682], [-1.0686, 2.2340, -5.3940], [0.9365, -2.1401, -6.7693], [0.5623, -1.5876, -7.7738], [1.5109, -3.2008, -6.6974], [1.5147, -3.0255, -4.3390], [-0.2927, 0.2189, -6.4504], [3.3258, -2.3480, 1.0392], [2.6138, -3.3419, 0.5152], [2.8307, -3.7214, -0.9186], [2.5313, -5.1401, -1.2440], [1.7904, -5.8743, -0.4117], [1.2767, -5.3437, 0.8650], [1.6744, -4.1496, 1.2985], [1.4676, -7.2398, -0.7475], [1.1932, -8.3268, -0.9935], [4.0674, -1.8084, 0.4613], [3.2171, -2.0773, 2.0831], [3.8298, -3.4338, -1.2313], [2.8982, -5.5391, -2.1802], [0.6148, -5.9684, 1.4482], [1.3605, -3.7776, 2.2661]],
  "atomic_forces_ev_per_a": [[-0.97, -0.16, -0.93], [0.02, 0.08, 0.03], [0.41, -0.09, -0.04], [-0.16, -0.16, 0.03], [-0.06, 0.10, -0.07], [0.01, 0.03, 0.00], [-0.02, -0.02, 0.00], [0.02, 0.08, -0.07], [0.19, -0.22, 0.18], [0.05, -0.02, -0.21], [0.08, 0.00, 0.22], [0.12, 0.23, -0.03], [-0.24, 0.04, -0.57], [0.37, -0.36, 1.42], [0.10, -0.10, 0.09], [0.02, 0.00, 0.07], [0.02, -0.05, 0.04], [-0.04, -0.07, 0.01], [0.00, 0.12, -0.06], [0.05, -0.01, 0.08], [-0.03, -0.03, -0.01], [-0.05, 0.02, -0.04], [-0.02, 0.00, 0.02], [0.01, -0.03, 0.02], [0.01, 0.00, -0.03], [0.01, 0.01, 0.01], [0.01, 0.00, 0.00], [0.00, -0.01, -0.01], [-0.02, 0.00, 0.01], [0.01, 0.01, -0.02], [0.02, 0.02, -0.02], [-0.01, 0.01, -0.01], [-0.01, 0.00, -0.02], [0.00, -0.01, 0.01], [0.01, 0.00, 0.02], [0.25, 0.20, -0.08], [-0.20, -0.27, -0.22], [0.14, 0.37, 0.37], [0.26, -0.17, 0.16], [0.07, -0.01, 0.04], [0.05, 0.03, -0.06], [-0.02, 0.04, -0.06], [-0.17, 0.27, -0.28], [-0.09, 0.05, 0.87], [0.11, 0.32, -0.83], [0.04, -0.12, -0.04], [-0.09, 0.03, 0.04], [0.03, 0.01, 0.01], [-0.22, -0.14, -0.05], [0.05, 0.12, -0.04], [0.13, -0.02, 0.06], [0.00, 0.01, -0.01], [-0.01, -0.02, -0.02], [0.15, 0.04, 0.12], [-0.24, -0.01, -0.03], [-0.16, -0.20, 0.14], [0.13, 0.02, -0.04], [-0.22, -0.17, 0.20], [0.03, -0.18, -0.19], [0.10, 0.21, -0.06], [0.03, 0.13, 0.07], [-0.01, 0.02, -0.01], [-0.02, -0.01, 0.01], [0.01, 0.02, -0.03], [-0.03, 0.08, -0.16], [0.01, -0.02, 0.03], [0.02, -0.02, -0.01], [-0.01, 0.00, -0.02]]
}


{
  "formula": "C9H20N5O3PtS3",
  "method": "ωB97M-V with the def2-TZVPD basis set",
  "relative_energy_ev": 1.785,
  "fmax_ev_per_a": 4.18,
  "energy_ev": -59003.8092,
  "total_charge": -1,
  "orbital_gap_ev": 6.3,
  "lumo_ev": 2.38,
  "symbols": ["Pt", "N", "N", "C", "O", "O", "H", "H", "H", "S", "C", "N", "C", "C", "S", "H", "H", "H", "H", "H", "O", "C", "N", "C", "C", "S", "N", "C", "C", "H", "H", "H", "H", "H", "H", "H", "H", "H", "H", "H", "H"],
  "positions_angstrom": [[1.3625, 0.6308, 0.1387], [3.4917, 0.5494, 0.6056], [3.9530, 0.7982, 1.9125], [3.1591, 1.1991, 3.0568], [3.8533, 1.3903, 4.0621], [1.9271, 1.2734, 2.8842], [3.7908, -0.3794, 0.3218], [3.8955, 1.2254, -0.0360], [4.9467, 0.7626, 2.0574], [1.1508, 2.8447, -0.3100], [-0.3979, 2.5066, 0.3778], [-0.5554, 2.5139, 1.7313], [-1.9178, 2.5639, 2.2204], [-2.8118, 2.3696, 0.9979], [-1.8870, 3.1324, -0.3725], [0.2284, 2.1779, 2.2954], [-2.1218, 3.5382, 2.6822], [-2.0885, 1.7911, 2.9739], [-3.7875, 2.8402, 1.1123], [-2.9178, 1.3123, 0.7614], [-0.5751, 0.9829, -0.0991], [-1.6663, -1.5515, 0.8678], [-1.3059, -1.6558, -0.5406], [-2.2591, -0.9763, -1.4209], [-0.0256, -1.8010, -0.8983], [1.2255, -1.7346, 0.2643], [0.2200, -2.0440, -2.2076], [-0.6640, -2.8600, -3.0139], [1.5489, -1.8479, -2.7534], [-2.7332, -1.7677, 0.9474], [-1.4434, -0.5412, 1.2205], [-1.1027, -2.2719, 1.4526], [-2.4940, -0.0108, -0.9785], [-3.1649, -1.5773, -1.5536], [-1.8014, -0.7726, -2.3817], [-1.5385, -3.1448, -2.4363], [-0.1373, -3.7696, -3.3207], [-0.9917, -2.3384, -3.9171], [1.9978, -0.9811, -2.2716], [1.4476, -1.6538, -3.8234], [2.1901, -2.7232, -2.6090]],
  "atomic_forces_ev_per_a": [[0.56, -0.33, 0.20], [-0.32, -0.04, -0.29], [-0.14, -0.05, 0.24], [-0.39, -0.06, -0.25], [0.22, 0.02, 0.10], [0.01, 0.00, 0.01], [-0.01, 0.02, -0.06], [0.01, 0.00, -0.01], [0.02, 0.05, -0.05], [1.54, 1.09, -0.45], [-2.01, -3.49, -1.14], [0.17, 1.01, 1.57], [0.37, 0.02, -0.13], [0.05, 0.09, -0.03], [-0.80, 1.16, -0.05], [-0.19, 0.02, -0.09], [-0.09, 0.00, 0.04], [-0.08, -0.07, -0.02], [0.01, -0.02, -0.03], [-0.12, -0.02, 0.10], [1.20, 1.06, 0.20], [-0.05, -0.08, 0.14], [-0.09, 0.23, 0.01], [-0.04, -0.04, -0.05], [-0.27, -0.03, -0.04], [0.30, -0.39, 0.15], [0.20, -0.10, -0.03], [-0.07, -0.06, -0.05], [0.01, 0.04, -0.01], [-0.01, 0.02, 0.02], [-0.01, -0.05, 0.00], [-0.02, -0.02, 0.00], [-0.04, -0.01, 0.03], [0.07, 0.00, 0.00], [-0.03, 0.03, -0.02], [0.02, -0.04, -0.04], [0.02, 0.01, 0.00], [-0.01, 0.03, 0.02], [0.03, -0.02, -0.03], [0.00, 0.00, 0.02], [-0.02, 0.01, 0.03]]
}